# 1
ORCA calculation (the ωB97M-V functional and the def2-TZVPD basis) on 3 unconnected molecules or ions with the total composition C17H43B3I2N5O6 at a distorted geometry.

ORCA input file:
```
! RIJCOSX wB97M-V def2-TZVPD def2/J DEFGRID3
* xyz -1 1
C 4.4182 0.9799 1.8887
C 3.2789 0.0255 1.7991
C 2.2897 -0.2045 0.5127
B 3.0229 -0.7794 -0.8413
B 2.8685 0.3246 -2.0638
N 3.9241 0.3871 -3.1948
O 1.7332 1.2852 -2.2143
O 2.4701 -2.0200 -1.4917
C 3.5999 -2.8024 -2.0348
B 3.3258 -4.2484 -2.7668
N 1.9285 -4.7109 -3.1971
O 4.4588 -5.1488 -3.0569
C 4.6065 -2.6940 -0.7486
C 6.2228 -2.6798 -1.1662
N 6.8384 -1.3225 -0.7823
C 4.5412 -3.7893 0.4652
I 5.5130 -2.8981 2.2629
C 3.0451 -4.3457 0.8340
C 3.2209 -5.9884 1.0942
I 2.2466 -3.5604 2.7503
O 4.3645 -1.2478 -0.4334
H 4.3296 2.1527 1.9130
H 5.5248 0.5506 2.0165
H 3.0414 -0.5973 2.7886
H 1.7065 0.8200 0.3534
H 1.4450 -0.9889 0.8132
H 3.7832 1.2734 -3.7674
H 3.7202 -0.3795 -3.9030
H 1.9578 2.0798 -1.6430
H 4.2291 -2.2334 -2.8749
H 1.2004 -4.4193 -2.5076
H 1.9577 -5.7498 -3.3268
H 4.8446 -5.4917 -2.1935
H 6.2873 -2.8083 -2.3379
H 6.8449 -3.5142 -0.6291
H 7.5708 -1.5079 -0.0347
H 7.3775 -0.9925 -1.6314
H 5.2151 -4.7246 0.1798
H 2.2192 -4.1241 0.0348
H 3.8478 -6.5112 0.2320
H 2.2056 -6.5257 1.3227
H 3.8743 -6.0554 2.0912
C -3.9367 0.8086 0.6622
C -2.7696 1.2096 -0.2370
C -1.4784 0.4026 0.0323
O -0.7661 0.8054 1.2057
C -1.2666 0.2543 2.4133
N -2.5399 2.6560 -0.1036
H -3.8379 1.1956 1.6798
H -4.8768 1.2050 0.2626
H -4.0331 -0.2808 0.7178
H -3.0742 1.0048 -1.2699
H -0.7910 0.5807 -0.8037
H -1.6724 -0.6766 0.0465
H -1.6511 -0.7610 2.2781
H -2.0394 0.9042 2.8278
H -0.4452 0.2186 3.1370
H -1.8216 2.9350 -0.7729
H -2.0939 2.8096 0.8059
C -6.6700 3.9707 2.1227
C -6.3077 3.9650 0.6394
C -6.5303 5.3286 -0.0548
O -7.8990 5.6236 -0.3484
C -8.6325 6.1513 0.7452
N -7.0553 2.8901 -0.0300
H -7.7495 3.9470 2.2935
H -6.2515 3.0878 2.6186
H -6.2634 4.8560 2.6226
H -5.2385 3.7332 0.5704
H -6.0221 5.2974 -1.0264
H -6.0680 6.1484 0.5080
H -8.0181 6.7889 1.3879
H -9.0761 5.3389 1.3236
H -9.4538 6.7549 0.3443
H -6.7423 2.8303 -0.9997
H -8.0281 3.2016 -0.1100
*
```

E_HOMO = -3.677 eV
HOMO-LUMO gap = 5.9 eV



# 2
ORCA calculation (the ωB97M-V functional and the def2-TZVPD basis) on a molecular structure, C24H74InO13S11 at a distorted geometry.

ORCA input file:
```
! RIJCOSX wB97M-V def2-TZVPD def2/J DEFGRID3
* xyz -1 1
C -2.4514 5.6813 9.7260
In -0.5851 6.8837 9.0892
C 0.7764 5.3519 8.0693
O 1.6774 5.9307 7.0599
O 1.2809 5.4473 5.8918
H -3.4199 6.0412 9.1760
H -2.6070 5.7732 10.8864
H -2.2535 4.5310 9.5006
H -1.0132 8.2862 8.0306
H 0.1327 7.5005 10.6561
H 0.0387 4.6204 7.4859
H 1.3832 4.6927 8.8376
H 0.4773 6.0299 5.6771
C 1.6530 3.5294 3.6720
S 0.9421 3.2508 2.0324
O -0.4819 2.8189 2.2254
C 1.9120 1.7713 1.6550
H 1.1615 4.3965 4.1203
H 1.4895 2.6537 4.3052
H 2.7228 3.7302 3.5777
H 1.7327 1.0029 2.4108
H 2.9737 2.0278 1.6249
H 1.6041 1.3949 0.6766
C 0.9529 -1.4103 -0.0953
S 1.8580 -2.0261 -1.5352
O 2.9440 -1.0373 -1.8423
C 0.5241 -1.7553 -2.7266
H 1.6147 -1.4507 0.7735
H 0.6396 -0.3768 -0.2635
H 0.0805 -2.0424 0.0863
H 0.2370 -0.7011 -2.7345
H -0.3349 -2.3764 -2.4614
H 0.8822 -2.0399 -3.7189
C 0.1509 0.9529 6.6045
S -1.3992 1.8312 6.9169
O -1.1442 2.8193 8.0169
C -2.2712 0.4226 7.6434
H 0.8693 1.6581 6.1791
H 0.5490 0.5512 7.5397
H -0.0245 0.1431 5.8924
H -1.7256 0.0534 8.5150
H -2.3695 -0.3705 6.8983
H -3.2659 0.7524 7.9525
C 1.2529 0.3867 -7.8434
S 1.6245 -0.7325 -6.4720
O 0.8476 -0.2581 -5.2792
C 3.3386 -0.1982 -6.2514
H 0.2060 0.2525 -8.1266
H 1.4143 1.4229 -7.5358
H 1.8911 0.1446 -8.6966
H 3.3728 0.8733 -6.0408
H 3.9106 -0.4217 -7.1552
H 3.7670 -0.7463 -5.4089
C -6.4432 3.0012 9.2079
S -5.9119 1.4026 8.5493
O -4.9226 1.6721 7.4538
C -7.4890 0.9871 7.7669
H -5.5939 3.4675 9.7135
H -6.7796 3.6486 8.3941
H -7.2522 2.8503 9.9266
H -7.7615 1.7570 7.0412
H -8.2649 0.9002 8.5313
H -7.3797 0.0288 7.2536
C -2.4463 -5.5465 -1.2276
S -1.5413 -6.1623 -2.6675
O -0.4553 -5.1735 -2.9746
C -2.8752 -5.8915 -3.8589
H -1.7846 -5.5869 -0.3588
H -2.7597 -4.5131 -1.3958
H -3.3188 -6.1786 -1.0460
H -3.1622 -4.8374 -3.8667
H -3.7342 -6.5126 -3.5937
H -2.5171 -6.1762 -4.8512
C -1.1220 8.3840 1.2726
S -0.7504 7.2647 2.6440
O -1.5273 7.7391 3.8368
C 0.9637 7.7990 2.8646
H -2.1689 8.2497 0.9894
H -0.9606 9.4202 1.5802
H -0.4838 8.1418 0.4194
H 0.9979 8.8705 3.0752
H 1.5356 7.5756 1.9608
H 1.3921 7.2510 3.7071
C 7.6933 0.9953 -6.7293
S 6.2587 1.7899 -7.4921
O 5.8135 0.9201 -8.6309
C 7.1685 3.1850 -8.1977
H 7.3641 0.0679 -6.2540
H 8.4431 0.7651 -7.4904
H 8.1186 1.6576 -5.9714
H 7.9500 2.8215 -8.8692
H 7.6106 3.7778 -7.3932
H 6.4683 3.8067 -8.7607
C -4.7951 -0.0802 -2.8790
S -3.3699 -0.7190 -3.7914
O -2.9038 -1.9602 -3.0888
C -2.2402 0.6189 -3.3376
H -5.6224 -0.7856 -2.9899
H -4.5467 0.0221 -1.8196
H -5.0892 0.8881 -3.2909
H -2.1474 0.6784 -2.2506
H -2.6154 1.5650 -3.7348
H -1.2605 0.4082 -3.7731
C 0.7961 -5.5261 -5.9032
S 2.3729 -4.8755 -6.5050
O 2.0679 -3.7132 -7.4038
C 2.7698 -6.2893 -7.5612
H 0.3424 -4.7814 -5.2446
H 0.1258 -5.7213 -6.7441
H 0.9708 -6.4463 -5.3407
H 1.9795 -6.4379 -8.3009
H 2.8817 -7.1854 -6.9461
H 3.7121 -6.0848 -8.0750
C 0.9482 -9.6143 -2.0376
S 0.2373 -9.8929 -3.6773
O -1.1867 -10.3248 -3.4842
C 1.2072 -11.3725 -4.0546
H 0.4567 -8.7472 -1.5893
H 0.7847 -10.4900 -1.4044
H 2.0181 -9.4135 -2.1319
H 1.0279 -12.1408 -3.2988
H 2.2689 -11.1160 -4.0848
H 0.8993 -11.7489 -5.0330
*
```

E_HOMO = -3.696 eV
HOMO-LUMO gap = 4.8 eV



# 3
ORCA calculation (the ωB97M-V functional and the def2-TZVPD basis) on a molecular structure, C7H11BrClNO at a distorted geometry.

ORCA input file:
```
! RIJCOSX wB97M-V def2-TZVPD def2/J DEFGRID3
* xyz 0 1
C -1.5079 -0.0773 0.8048
C 1.7089 1.0087 -1.1286
C 1.0246 1.8172 -0.0274
C 0.8020 -0.1382 -1.5724
C 0.6406 0.8840 1.1128
C 0.4269 -1.0217 -0.3759
C -2.4317 -1.8527 0.8280
N -0.2106 -0.2002 0.6295
O -2.2015 0.8027 1.1916
Cl -2.4211 -2.2868 2.5246
Br -4.1794 -1.5337 0.0976
H 1.9327 1.6560 -1.9775
H 2.6507 0.6067 -0.7524
H 1.6876 2.5977 0.3459
H 0.1218 2.2908 -0.4172
H -0.1131 0.2712 -2.0077
H 1.2941 -0.7468 -2.3298
H 1.5355 0.4170 1.5405
H 0.1045 1.4142 1.9021
H -0.2489 -1.8143 -0.6895
H 1.3248 -1.4701 0.0583
H -1.9405 -2.6244 0.2426
*
```

energy above the lowest of the compared OMol25 structures with the same formula, charge and spin = 35.7 kcal/mol
E_HOMO = -8.951 eV
HOMO-LUMO gap = 9.7 eV



# 4
ORCA calculation (the ωB97M-V functional and the def2-TZVPD basis) on a molecular structure, C47H39Cl2IrN7O5S2.

ORCA input file:
```
! RIJCOSX wB97M-V def2-TZVPD def2/J DEFGRID3
* xyz 0 2
Ir 0.2769 1.3056 0.9316
N 2.5953 4.7915 1.3450
C 1.8898 5.5131 2.3236
C 2.5424 6.2889 3.2742
C 1.8072 7.0047 4.2076
C 0.4210 6.9248 4.2241
C -0.2321 6.1303 3.2924
C 0.4966 5.4498 2.3284
S -0.2559 4.5242 1.0397
N 0.8527 3.2375 0.9787
C 2.1509 3.5028 1.0204
C 3.0193 2.4233 0.7838
C 4.4350 2.5198 0.7554
C 5.2021 1.4174 0.5228
C 4.5544 0.1791 0.3150
C 3.1784 0.1504 0.3427
N 2.3811 1.1991 0.5620
H 3.5948 4.8695 1.4342
H 3.6258 6.3342 3.2783
H 2.3243 7.6139 4.9375
H -0.1488 7.4699 4.9649
H -1.3115 6.0380 3.3005
H 4.9134 3.4792 0.9072
H 6.2814 1.4930 0.4989
H 5.1102 -0.7329 0.1406
H 2.6742 -0.7912 0.1800
C -0.1743 -2.7639 3.6961
O 0.1790 -2.5513 2.3357
C 0.8575 -3.5131 1.6907
C 1.2861 -4.7089 2.2561
C 1.9724 -5.6400 1.4874
C 2.2558 -5.3850 0.1572
C 1.8489 -4.1810 -0.4031
C 1.1366 -3.2535 0.3419
N 0.7106 -2.0286 -0.2414
C 0.0581 -2.0271 -1.3999
N -0.5514 -3.1184 -1.9202
C -1.1368 -2.7638 -3.1537
C -0.9477 -1.3939 -3.2865
C -1.4246 -0.6641 -4.3521
C -2.1158 -1.3809 -5.3201
C -2.3254 -2.7471 -5.2028
C -1.8585 -3.4725 -4.1100
O -2.1482 -4.7968 -4.1061
C -1.8044 -5.5799 -2.9811
N -0.2107 -0.9442 -2.1648
C 0.7008 0.1572 -2.3648
C 0.2442 1.4588 -2.2372
C 1.0926 2.5124 -2.5389
C 2.3871 2.2481 -2.9568
C 2.8395 0.9449 -3.1022
C 1.9931 -0.1144 -2.8064
O 2.3266 -1.4298 -3.0093
C 3.6730 -1.8059 -2.7431
H -0.7561 -1.8946 3.9845
H 0.7180 -2.8305 4.3221
H -0.7748 -3.6705 3.8028
H 1.0796 -4.9190 3.2953
H 2.2957 -6.5659 1.9440
H 2.8088 -6.0995 -0.4366
H 2.1099 -3.9414 -1.4274
H 0.7323 -1.1409 0.3152
H -0.2179 -4.0409 -1.7021
H -1.2571 0.4005 -4.4289
H -2.5137 -0.8635 -6.1825
H -2.8895 -3.2862 -5.9512
H -2.2150 -6.5682 -3.1649
H -2.2429 -5.1811 -2.0635
H -0.7172 -5.6767 -2.8800
H -0.7601 1.6243 -1.8708
H 0.7512 3.5308 -2.4125
H 3.0594 3.0660 -3.1813
H 3.8448 0.7575 -3.4518
H 3.7928 -2.8093 -3.1470
H 3.8696 -1.8121 -1.6699
H 4.3891 -1.1466 -3.2322
Cl -4.1088 3.0775 1.0541
C -3.2552 3.0273 2.5685
C -3.7370 3.8243 3.5903
C -3.0832 3.8334 4.8107
C -1.9659 3.0396 4.9861
C -1.4974 2.2473 3.9475
Cl -0.1001 1.2790 4.3096
C -2.1167 2.2107 2.6884
N -1.6994 1.5391 1.5228
H -4.6160 4.4296 3.4179
H -3.4424 4.4544 5.6202
H -1.4369 3.0253 5.9288
O -6.1466 -1.7888 -2.9325
C -5.1899 -2.5677 -2.3779
O -5.1580 -3.7407 -2.6271
C -4.2271 -1.8943 -1.4543
C -3.5431 -2.6990 -0.5503
C -2.6745 -2.1309 0.3653
C -2.4651 -0.7560 0.3642
S -1.3781 -0.0996 1.6167
C -3.1069 0.0542 -0.5631
C -3.9909 -0.5187 -1.4615
H -6.1166 -0.9030 -2.5519
H -3.7300 -3.7652 -0.5616
H -2.1743 -2.7496 1.1034
H -2.9165 1.1199 -0.5413
H -4.4739 0.1259 -2.1887
*
```

energy above the lowest of the compared OMol25 structures with the same formula, charge and spin = 10.6 kcal/mol
<S²> = 0.77
E_HOMO (spin up / spin down) = -4.757 / -5.980 eV
HOMO-LUMO gap (spin up / spin down) = 4.9 / 6.1 eV



# 5
ORCA calculation (the ωB97M-V functional and the def2-TZVPD basis) on 7 unconnected molecules or ions with the total composition C44H62Cl2F5N3O27S3 at a distorted geometry.

ORCA input file:
```
! RIJCOSX wB97M-V def2-TZVPD def2/J DEFGRID3
* xyz 0 1
C -1.1292 -2.7208 2.7566
C 0.0885 -2.1018 1.7572
F 1.0728 -1.6195 2.7208
C 0.4289 -2.9288 0.4543
C 1.4609 -4.1807 0.1633
C 0.5825 -5.0042 -0.9376
Cl -0.4943 -3.8830 -2.1150
C 0.9127 -6.1051 -2.0401
C 1.6975 -5.6656 -3.4538
Cl 1.4232 -7.8662 -1.5565
C 1.2733 -5.0168 1.5728
S 1.5311 -6.8358 1.7569
C -0.1044 -7.7913 1.4434
O 2.7803 -7.5406 1.2964
O 1.6162 -7.0545 3.3359
O 1.8168 -4.3911 2.8108
S 3.3698 -3.8177 2.7166
O 4.1917 -5.0798 3.1772
O 3.5771 -2.8711 3.9649
C 3.8623 -3.0341 1.0688
C 3.7760 -1.3583 1.0940
O 4.1793 -0.5533 0.0705
N 3.5863 -0.4357 2.2765
C 2.9431 0.9000 1.8538
O 3.7312 1.9833 1.8241
F 1.5052 1.0431 1.5248
C 5.4718 -3.1014 1.0805
F 5.9245 -2.1864 2.2140
F 6.2387 -4.2927 1.4463
F 6.2475 -2.5545 -0.0562
C 3.0191 -3.7046 -0.2343
C 3.8820 -5.1342 -0.3990
C 5.1970 -5.2323 -1.3229
O 5.1100 -6.2455 -2.4318
C 3.2101 -2.9581 -1.6289
C 2.3814 -1.9486 -2.4879
S 1.8044 -0.2645 -2.0036
C 0.7483 0.2778 -3.5023
N -0.7517 0.2719 -3.6899
N -1.0260 0.7268 -5.0003
C 0.2866 1.0303 -5.7160
O 1.3782 0.7543 -4.7609
H -1.9788 -1.9261 2.9282
H -1.5929 -3.7043 2.3517
H -0.6685 -2.9303 3.8382
H -0.4529 -1.0897 1.3737
H -0.6620 -3.4377 0.4194
H 0.6144 -2.1422 -0.3743
H -0.3253 -5.4933 -0.2846
H -0.1848 -6.3940 -2.4832
H 1.1215 -6.1487 -4.3851
H 2.7817 -6.0961 -3.5262
H 1.7174 -4.5262 -3.6633
H 0.0770 -4.9687 1.7774
H 0.0011 -8.9314 1.6811
H -0.8474 -7.3511 2.2678
H -0.5858 -7.5364 0.4114
H 4.4903 -0.1339 2.7098
H 4.2413 -5.5494 0.6638
H 3.2292 -6.0247 -0.7643
H 6.1241 -5.6504 -0.6917
H 5.6010 -4.2645 -1.8299
H 5.8378 -6.0789 -3.1003
H 3.3583 -3.8109 -2.4630
H 4.3245 -2.5122 -1.6035
H 3.1420 -1.6496 -3.3806
H 1.5133 -2.4001 -3.1798
H 0.5131 1.3925 -6.8045
C 0.2172 4.1538 1.4304
C -0.7732 4.2036 0.2847
C -1.6020 5.4523 0.2635
O -2.7897 5.0224 -0.3776
C -2.9067 3.6849 -0.1174
O -3.9066 3.0244 -0.3372
O -1.7544 3.1885 0.4255
H 0.9376 4.9749 1.3692
H -0.2948 4.2035 2.3978
H 0.7647 3.2052 1.4171
H -0.2565 4.0467 -0.6697
H -1.1269 6.2579 -0.3035
H -1.8613 5.8233 1.2613
C 3.0609 -0.3880 7.5863
C 2.0704 -0.3382 6.4406
C 1.2417 0.9105 6.4194
O 0.0540 0.4806 5.7783
C -0.0631 -0.8569 6.0385
O -1.0629 -1.5174 5.8188
O 1.0893 -1.3532 6.5814
H 3.7813 0.4332 7.5251
H 2.5489 -0.3383 8.5537
H 3.6084 -1.3366 7.5730
H 2.5872 -0.4950 5.4862
H 1.7168 1.7161 5.8524
H 0.9823 1.2816 7.4172
C -6.6939 -3.2179 4.3436
C -5.6987 -4.3221 4.0500
C -4.4246 -4.2030 4.8303
O -3.4851 -4.8425 3.9848
C -3.9555 -4.7018 2.7084
O -3.3110 -4.9489 1.7045
O -5.2435 -4.2434 2.7085
H -6.9993 -3.2268 5.3942
H -6.2744 -2.2342 4.1053
H -7.5855 -3.3350 3.7182
H -6.1683 -5.3028 4.1924
H -4.4802 -4.7090 5.7983
H -4.1016 -3.1678 4.9870
C -5.9670 1.9755 -5.3780
C -5.5175 1.2053 -6.6031
C -5.3787 -0.2682 -6.3666
O -4.3929 -0.6402 -7.3133
C -3.6225 0.4697 -7.5253
O -2.5601 0.4683 -8.1216
O -4.2008 1.5799 -6.9758
H -6.9539 1.6451 -5.0405
H -5.2540 1.8587 -4.5543
H -6.0127 3.0472 -5.5996
H -6.1832 1.4167 -7.4485
H -6.3120 -0.8089 -6.5480
H -5.0102 -0.5187 -5.3656
C -1.2045 7.4915 -5.2586
C -0.1773 6.7701 -4.4097
C -0.6412 5.4333 -3.9155
O 0.0968 5.2755 -2.7168
C 0.3587 6.5361 -2.2555
O 0.7963 6.7878 -1.1468
O 0.0605 7.4762 -3.2023
H -1.4468 6.9208 -6.1601
H -2.1268 7.6713 -4.6951
H -0.8262 8.4751 -5.5572
H 0.7734 6.6920 -4.9506
H -0.4129 4.6272 -4.6186
H -1.7090 5.4023 -3.6719
C 0.2293 9.9621 -0.9963
C 0.0350 10.8838 0.1907
C -0.0874 10.1597 1.4973
O -0.8739 11.0495 2.2695
C -1.6360 11.7598 1.3835
O -2.5744 12.4711 1.6963
O -1.2076 11.5626 0.1004
H 1.1522 9.3820 -0.9024
H -0.6140 9.2706 -1.1019
H 0.2729 10.5428 -1.9240
H 0.8320 11.6363 0.2201
H 0.8832 9.9906 1.9722
H -0.6185 9.2044 1.4211
*
```

SMILES = C[C@@H](F)C[C@]1([C@@H](Cl)[C@@H](C)Cl)[C@@H](S(C)(=O)=O)OS(=O)(=O)[C@@](C(=O)NC(=O)F)(C(F)(F)F)[C@]1(CCO)CCSc1nnco1.C[C@@H]1COC(=O)O1.C[C@@H]1COC(=O)O1.C[C@@H]1COC(=O)O1.C[C@@H]1COC(=O)O1.C[C@@H]1COC(=O)O1.C[C@@H]1COC(=O)O1
E_HOMO = -9.657 eV
HOMO-LUMO gap = 8.0 eV